[1]
204
Properties=species:S:1:pos:R:3 method="wB97M-V/def2-TZVPD" de_lowest_kcal_mol=83.0 homo_lumo_gap_ev=6.70 fmax_ev_per_a=5.184 homo_energy_ev=-13.582 charge=+4
C -2.07 4.25 5.79
C -0.92 4.95 5.07
C 0.40 4.39 5.55
N 1.65 5.19 5.13
C 1.69 5.16 3.63
C 2.95 5.76 3.03
C 4.16 5.06 3.67
C 4.15 5.01 5.20
C 2.84 4.51 5.81
C 1.58 6.59 5.61
H -2.98 4.49 5.23
H -2.27 4.62 6.79
H -1.95 3.17 5.80
H -0.98 6.03 5.24
H -1.00 4.68 4.02
H 0.55 3.33 5.35
H 0.43 4.55 6.63
H 1.57 4.09 3.44
H 0.80 5.57 3.14
H 3.06 5.58 1.96
H 2.91 6.84 3.19
H 4.19 4.03 3.31
H 5.07 5.59 3.40
H 4.99 4.45 5.60
H 4.40 6.00 5.62
H 2.76 3.44 5.62
H 2.73 4.66 6.88
H 1.10 6.62 6.59
H 1.04 7.19 4.88
H 2.55 7.07 5.60
C 1.96 5.07 -1.84
C 1.60 6.55 -1.90
C 2.14 7.24 -3.13
N 1.50 8.63 -3.34
C 2.17 9.21 -4.61
C 1.52 10.52 -5.10
C 0.10 10.13 -5.48
C -0.65 9.70 -4.23
C 0.00 8.47 -3.58
C 1.63 9.56 -2.14
H 1.67 4.60 -2.79
H 1.49 4.51 -1.04
H 3.04 4.94 -1.82
H 2.03 7.04 -1.02
H 0.53 6.71 -1.72
H 1.92 6.73 -4.06
H 3.19 7.48 -3.00
H 2.20 8.41 -5.35
H 3.21 9.48 -4.43
H 2.05 10.79 -6.01
H 1.61 11.27 -4.32
H 0.06 9.38 -6.27
H -0.45 11.02 -5.79
H -1.66 9.48 -4.55
H -0.68 10.56 -3.56
H -0.16 7.55 -4.13
H -0.53 8.36 -2.64
H 1.28 10.52 -2.51
H 2.68 9.63 -1.87
H 1.02 9.20 -1.32
C -3.22 -3.05 2.32
C -4.50 -2.27 2.68
C -5.75 -3.11 2.41
N -7.03 -2.33 2.11
C -8.11 -3.36 2.08
C -8.57 -3.89 3.47
C -8.58 -2.83 4.58
C -7.42 -1.84 4.58
C -7.28 -1.26 3.18
C -6.89 -1.57 0.81
H -3.15 -4.01 2.83
H -2.33 -2.45 2.53
H -3.11 -3.31 1.26
H -4.44 -1.30 2.17
H -4.43 -2.04 3.74
H -5.94 -3.66 3.32
H -5.64 -3.80 1.57
H -7.80 -4.21 1.47
H -9.01 -2.91 1.66
H -7.93 -4.74 3.70
H -9.54 -4.38 3.41
H -8.80 -3.31 5.53
H -9.48 -2.24 4.38
H -6.48 -2.32 4.85
H -7.64 -1.06 5.30
H -6.40 -0.62 3.21
H -8.13 -0.68 2.85
H -6.06 -0.89 0.99
H -7.81 -1.01 0.75
H -6.74 -2.29 0.02
C -2.85 -7.59 -8.45
C -2.15 -6.57 -7.56
C -3.08 -5.38 -7.32
N -2.49 -4.16 -6.63
C -2.16 -4.55 -5.17
C -1.82 -3.29 -4.36
C -2.96 -2.30 -4.33
C -3.12 -1.87 -5.78
C -3.52 -3.04 -6.68
C -1.24 -3.69 -7.32
H -3.13 -7.14 -9.41
H -3.73 -7.91 -7.90
H -2.14 -8.38 -8.68
H -1.22 -6.23 -8.02
H -1.79 -7.02 -6.63
H -3.93 -5.66 -6.70
H -3.45 -5.04 -8.29
H -3.03 -5.07 -4.78
H -1.28 -5.17 -5.26
H -1.63 -3.64 -3.34
H -0.87 -2.88 -4.69
H -3.90 -2.64 -3.90
H -2.61 -1.49 -3.68
H -3.91 -1.11 -5.86
H -2.31 -1.25 -6.16
H -4.42 -3.52 -6.29
H -3.65 -2.75 -7.72
H -0.78 -2.88 -6.77
H -1.57 -3.32 -8.29
H -0.56 -4.53 -7.43
C 2.38 -3.99 3.90
C 1.88 -4.79 2.68
C 1.45 -6.16 3.14
N 0.97 -7.14 2.07
C -0.14 -6.51 1.23
C -0.84 -7.56 0.34
C -1.23 -8.82 1.07
C -0.05 -9.47 1.75
C 0.61 -8.47 2.70
C 2.18 -7.36 1.17
H 3.34 -4.40 4.20
H 1.62 -4.04 4.68
H 2.56 -2.96 3.61
H 2.67 -4.80 1.92
H 1.12 -4.27 2.10
H 0.71 -6.21 3.95
H 2.25 -6.70 3.65
H -0.86 -6.08 1.92
H 0.22 -5.68 0.62
H -1.65 -7.01 -0.14
H -0.09 -7.78 -0.43
H -2.06 -8.69 1.78
H -1.69 -9.54 0.38
H -0.33 -10.30 2.39
H 0.67 -9.79 0.99
H -0.12 -8.23 3.48
H 1.53 -8.81 3.15
H 2.99 -7.63 1.85
H 2.51 -6.42 0.75
H 2.03 -8.10 0.40
C 0.71 -0.01 -4.61
C 2.03 0.58 -4.12
C 2.33 -0.04 -2.75
N 3.60 0.49 -2.13
C 3.89 -0.32 -0.87
C 5.21 0.08 -0.20
C 6.37 -0.12 -1.17
C 6.17 0.61 -2.49
C 4.79 0.34 -3.07
C 3.40 1.98 -1.86
H 0.35 0.46 -5.53
H -0.11 0.10 -3.90
H 0.86 -1.07 -4.82
H 1.92 1.66 -4.04
H 2.80 0.42 -4.87
H 2.61 -1.09 -2.92
H 1.50 -0.06 -2.05
H 3.94 -1.35 -1.23
H 3.04 -0.21 -0.20
H 5.22 -0.46 0.75
H 5.13 1.13 0.11
H 6.42 -1.21 -1.29
H 7.29 0.22 -0.70
H 6.96 0.26 -3.16
H 6.33 1.67 -2.28
H 4.73 -0.73 -3.31
H 4.59 0.82 -4.03
H 3.49 2.43 -2.84
H 4.21 2.32 -1.22
H 2.45 2.11 -1.35
N 5.55 0.20 6.86
S 4.95 -1.15 7.54
O 5.41 -2.40 6.97
O 3.57 -1.08 7.92
F 5.68 -1.12 8.95
S 4.48 0.41 5.77
O 3.33 1.23 6.11
O 4.31 -0.59 4.75
F 5.30 1.53 4.89
C 2.39 1.14 2.51
F 2.26 1.71 3.69
F 3.50 1.58 1.91
F 2.48 -0.16 2.66
S 0.92 1.71 1.46
O -0.16 1.94 2.38
O 1.53 2.90 0.88
N 0.68 0.58 0.21
S -0.31 -0.44 0.80
O 0.00 -0.94 2.13
O -1.71 -0.10 0.65
C 0.07 -1.99 -0.25
F 1.37 -2.26 -0.22
F -0.65 -3.01 0.21
F -0.23 -1.71 -1.53



[2]
104
Properties=species:S:1:pos:R:3 method="wB97M-V/def2-TZVPD" de_lowest_kcal_mol=491.6 homo_lumo_gap_ev=7.34 fmax_ev_per_a=12.598 homo_energy_ev=-7.344
C 2.11 -25.03 16.96
C 2.03 -25.23 15.46
O 3.00 -25.46 14.75
N 0.82 -25.14 14.85
C 0.59 -25.10 13.41
H 1.34 -24.34 17.30
H 3.17 -24.78 17.07
H 1.96 -26.00 17.43
H 0.02 -24.80 15.37
H 1.31 -25.71 12.86
H 0.70 -24.04 13.17
H -0.43 -25.24 13.06
C 7.66 -17.57 15.03
C 6.62 -17.22 16.18
O 6.77 -16.05 16.65
N 5.66 -18.12 16.43
C 4.52 -17.95 17.21
H 8.60 -17.03 14.97
H 7.25 -17.31 14.06
H 7.91 -18.63 15.04
H 5.80 -19.02 15.98
H 4.23 -18.95 17.52
H 3.86 -17.43 16.51
H 4.88 -17.35 18.05
C 0.79 -22.41 21.23
C 0.99 -22.70 19.79
O 0.59 -23.83 19.32
N 1.39 -21.56 19.12
C 1.57 -21.33 17.71
H 0.23 -23.18 21.76
H 0.32 -21.48 21.54
H 1.72 -22.26 21.79
H 1.52 -20.80 19.77
H 2.24 -22.06 17.26
H 1.76 -20.29 17.46
H 0.63 -21.41 17.16
C -2.10 -17.65 16.57
C -0.70 -18.14 16.08
O -0.52 -18.83 15.09
N 0.30 -17.54 16.85
C 1.70 -17.77 16.56
H -2.13 -17.81 17.65
H -2.97 -17.99 16.02
H -2.12 -16.59 16.30
H 0.01 -16.90 17.57
H 2.05 -18.75 16.87
H 2.32 -16.91 16.81
H 1.80 -17.99 15.50
C 3.50 -19.41 14.86
C 2.91 -20.74 15.37
O 2.96 -21.08 16.58
N 2.49 -21.60 14.43
C 1.97 -22.93 14.83
H 3.73 -19.51 13.80
H 4.44 -19.19 15.36
H 2.89 -18.54 15.10
H 2.46 -21.31 13.46
H 1.81 -23.69 14.07
H 0.97 -22.76 15.22
H 2.41 -23.36 15.74
C 5.25 -17.31 13.50
C 3.91 -17.63 12.87
O 3.97 -17.63 11.62
N 2.86 -17.80 13.68
C 1.50 -18.09 13.18
H 6.05 -17.89 13.03
H 5.25 -17.35 14.59
H 5.45 -16.25 13.37
H 3.02 -17.44 14.61
H 1.60 -18.81 12.38
H 1.06 -17.15 12.85
H 0.78 -18.51 13.89
C 0.11 -20.45 14.02
C -0.65 -21.79 13.93
O -0.16 -22.81 14.31
N -1.94 -21.74 13.52
C -2.71 -23.00 13.36
H -0.24 -19.66 13.35
H 1.18 -20.57 13.85
H -0.23 -20.17 15.02
H -2.37 -20.88 13.21
H -3.67 -22.83 12.88
H -3.17 -23.20 14.33
H -2.16 -23.89 13.05
C 4.81 -21.93 13.41
S 3.64 -22.08 12.03
O 2.75 -20.87 12.30
C 4.68 -21.69 10.57
H 5.15 -20.91 13.61
H 5.68 -22.59 13.48
H 4.37 -22.11 14.39
H 5.21 -22.61 10.34
H 5.40 -20.89 10.77
H 4.04 -21.30 9.79
C 4.32 -22.54 17.89
S 5.39 -22.85 19.41
O 6.00 -21.49 19.66
C 3.87 -22.74 20.51
H 4.78 -23.16 17.11
H 4.13 -21.51 17.61
H 3.31 -22.88 18.08
H 3.04 -23.42 20.33
H 3.63 -21.67 20.48
H 4.17 -23.09 21.50



[3]
51
Properties=species:S:1:pos:R:3 method="wB97M-V/def2-TZVPD" de_lowest_kcal_mol=2.7 homo_lumo_gap_ev=6.88 fmax_ev_per_a=0.922 homo_energy_ev=-12.908 charge=+2
Sc -0.48 -0.54 0.20
O 2.93 0.50 -2.43
C 2.82 1.84 -2.26
C 3.81 2.61 -2.86
C 3.79 3.99 -2.75
C 2.77 4.63 -2.05
C 1.79 3.87 -1.45
C 1.79 2.46 -1.54
C 0.72 1.75 -0.85
O 0.79 0.38 -0.91
N -0.21 2.35 -0.20
N -1.10 1.46 0.43
C -2.08 2.08 1.04
S -2.23 3.78 1.15
C -3.84 3.74 1.99
C -3.92 2.49 2.85
S -3.31 1.12 1.82
H 2.16 0.08 -2.02
H 4.59 2.10 -3.41
H 4.57 4.57 -3.23
H 2.75 5.71 -1.97
H 1.00 4.35 -0.90
H -4.63 3.76 1.24
H -3.90 4.64 2.60
H -4.95 2.26 3.12
H -3.31 2.56 3.74
C 2.74 -2.68 0.68
P 1.62 -2.49 2.05
C 1.07 -4.10 2.57
C 2.49 -1.71 3.40
O 0.40 -1.61 1.65
H 3.59 -3.29 1.01
H 3.13 -1.72 0.34
H 2.28 -3.20 -0.16
H 1.94 -4.72 2.81
H 0.50 -4.59 1.78
H 0.44 -4.02 3.46
H 3.37 -2.30 3.66
H 1.84 -1.63 4.27
H 2.82 -0.71 3.11
I -1.38 -5.15 -3.64
C -2.18 -3.59 -2.57
C -3.54 -3.30 -2.60
C -4.03 -2.23 -1.87
C -3.15 -1.48 -1.11
N -1.84 -1.76 -1.07
C -1.36 -2.78 -1.79
H -4.21 -3.90 -3.20
H -5.08 -1.98 -1.88
H -3.50 -0.63 -0.53
H -0.29 -2.96 -1.75



[4]
27
Properties=species:S:1:pos:R:3 method="wB97M-V/def2-TZVPD" homo_lumo_gap_ev=8.71 fmax_ev_per_a=1.670 homo_energy_ev=-8.692
Rb -1.09 0.97 -1.28
F -2.84 2.60 0.23
C 0.52 -3.48 -1.16
C -0.71 -2.90 -0.49
C -0.32 -1.99 0.67
O 0.47 -0.90 0.23
C 1.60 -0.68 1.05
N -1.52 -2.16 -1.48
H 1.18 -2.68 -1.52
H 0.27 -4.10 -2.02
H 1.09 -4.05 -0.43
H -1.27 -3.76 -0.12
H 0.18 -2.63 1.39
H -1.25 -1.58 1.09
H 2.11 0.21 0.67
H 2.29 -1.53 1.04
H 1.30 -0.47 2.08
H -1.82 -2.80 -2.21
H -2.41 -1.96 -1.01
C 0.43 3.74 0.30
O 0.74 2.59 -0.03
N -0.87 4.10 0.51
N 1.35 4.77 0.35
H -1.10 5.03 0.84
H -1.67 3.41 0.41
H 2.32 4.58 0.19
H 1.04 5.66 0.68



[5]
31
Properties=species:S:1:pos:R:3 method="wB97M-V/def2-TZVPD" de_lowest_kcal_mol=134.0 homo_lumo_gap_ev="6.08 / 6.08" fmax_ev_per_a=5.826 homo_energy_ev="-11.999 / -11.998" charge=+1
C -0.90 0.20 0.44
C 1.56 -0.59 0.54
C -0.56 -1.20 1.00
C -2.38 1.92 -0.51
C -3.33 0.16 1.04
C -2.33 -0.42 -1.39
C 3.85 1.45 -0.51
C -2.25 0.50 0.02
N 0.08 0.99 0.23
N 1.35 0.62 0.74
N 0.73 -1.56 0.26
N 0.75 -2.71 -0.47
O 5.78 0.36 0.97
S 4.48 -0.15 0.06
H -0.54 -1.21 2.06
H -1.23 -2.05 0.74
H -2.44 2.71 0.27
H -1.48 2.16 -1.16
H -3.20 2.02 -1.31
H -4.24 0.18 0.59
H -3.20 0.70 1.96
H -3.21 -0.93 1.25
H -3.40 -0.38 -1.51
H -1.96 -1.45 -1.14
H -1.75 -0.03 -2.13
H 2.82 1.52 -0.11
H 3.83 1.47 -1.63
H 4.57 2.17 -0.13
H 1.47 -2.65 -1.23
H 6.49 -0.30 0.99
H 0.63 -3.52 0.08



[6]
37
Properties=species:S:1:pos:R:3 method="wB97M-V/def2-TZVPD" homo_lumo_gap_ev=8.99 fmax_ev_per_a=2.578 homo_energy_ev=-8.376
C -1.10 0.79 -4.45
C 0.29 0.63 -4.73
C 1.04 1.48 -3.86
C 0.11 2.20 -3.04
C -1.23 1.76 -3.40
Hf -0.21 0.03 -2.23
N -1.74 -1.25 -2.22
C -0.58 -2.30 -2.57
C 0.69 -1.67 -3.20
H 2.13 1.53 -3.80
H 0.71 -0.05 -5.48
H 0.36 2.93 -2.27
H -2.16 2.17 -3.02
H -1.93 0.32 -4.98
H 0.71 -1.82 -4.28
H -1.14 -2.92 -3.30
H -2.79 -1.33 -2.09
H 1.65 -2.05 -2.81
H -0.32 -2.81 -1.61
C 0.06 0.91 6.37
C 0.19 0.58 4.89
C 0.31 -0.75 4.52
C 0.39 -1.16 3.21
C 0.32 -0.18 2.22
C 0.25 1.17 2.51
C 0.17 1.51 3.85
S 0.65 -0.83 0.63
O 2.00 -1.23 0.47
O -0.40 -1.80 0.43
O 0.36 0.43 -0.31
H -0.81 0.41 6.82
H 0.95 0.55 6.91
H -0.03 2.00 6.53
H 0.31 -1.49 5.31
H 0.50 -2.22 2.99
H 0.24 1.97 1.79
H 0.05 2.53 4.21



[7]
16
Properties=species:S:1:pos:R:3 method="wB97M-V/def2-TZVPD" de_lowest_kcal_mol=74.1 homo_lumo_gap_ev=8.87 smiles="C[C@@H]1[C@@H](S)C(=S)N1N" fmax_ev_per_a=5.275 homo_energy_ev=-8.493
C -0.37 2.66 0.61
C -0.20 1.37 -0.20
C -0.88 0.02 0.34
C 0.53 -0.62 0.13
H 0.37 3.31 0.26
H -0.12 2.53 1.71
H -1.32 3.09 0.60
H -0.32 1.62 -1.22
H -0.99 0.17 1.46
H -3.00 0.60 -0.36
H 2.72 0.37 -1.30
H 2.93 1.67 0.11
N 1.03 0.58 -0.13
N 2.21 1.07 -0.73
S -2.28 -0.77 -0.35
S 1.19 -2.07 0.32